{"formula": "C61H69FN3O6P2TeTi", "method": "ωB97M-V with the def2-TZVPD basis set", "homo_energy_ha": [-0.175, -0.264], "s_squared": 0.78, "homo_lumo_gap_ev": [4.81, 7.24], "spin_multiplicity": 2, "relative_energy_kj_mol": 0.00, "symbols": ["Ti", "C", "C", "C", "C", "C", "O", "C", "N", "C", "C", "C", "C", "C", "C", "P", "C", "C", "C", "C", "C", "C", "C", "C", "C", "C", "C", "C", "H", "H", "H", "H", "H", "H", "H", "H", "H", "H", "H", "H", "H", "H", "H", "H", "H", "H", "H", "H", "H", "H", "H", "H", "C", "C", "C", "C", "C", "C", "C", "F", "C", "C", "C", "O", "C", "C", "N", "C", "C", "O", "O", "H", "H", "H", "H", "H", "H", "H", "H", "H", "H", "H", "C", "P", "C", "C", "O", "H", "H", "H", "H", "H", "H", "H", "H", "H", "C", "C", "O", "N", "Te", "C", "C", "C", "C", "C", "C", "C", "C", "C", "C", "C", "C", "C", "C", "C", "C", "C", "C", "H", "H", "H", "H", "H", "H", "H", "H", "H", "H", "H", "H", "H", "H", "H", "H", "H", "H", "H", "H", "H", "H", "H", "H", "H"], "coordinates": [[-0.664, -0.442, 0.418], [3.635, -2.684, 1.722], [2.955, -1.317, 1.752], [3.811, -0.280, 2.473], [1.562, -1.475, 2.362], [1.567, -1.786, 3.856], [1.166, -0.541, 4.463], [0.703, 0.245, 3.480], [0.788, -0.194, 2.282], [0.249, 1.564, 3.990], [0.840, 1.993, 5.184], [0.520, 3.219, 5.732], [-0.402, 4.038, 5.097], [-0.990, 3.617, 3.920], [-0.685, 2.380, 3.354], [-1.464, 1.894, 1.770], [-3.253, 1.905, 2.125], [-4.021, 3.021, 2.467], [-5.377, 2.890, 2.722], [-5.984, 1.641, 2.655], [-5.229, 0.523, 2.340], [-3.874, 0.656, 2.072], [-1.042, 3.368, 0.783], [-1.935, 4.308, 0.286], [-1.482, 5.351, -0.517], [-0.139, 5.453, -0.838], [0.761, 4.507, -0.357], [0.312, 3.476, 0.449], [4.619, -2.625, 1.259], [3.037, -3.404, 1.159], [3.779, -3.081, 2.731], [2.789, -0.985, 0.727], [3.995, -0.556, 3.516], [3.341, 0.706, 2.457], [4.783, -0.190, 1.986], [1.020, -2.242, 1.816], [2.545, -2.048, 4.253], [0.838, -2.546, 4.134], [1.554, 1.348, 5.673], [0.995, 3.537, 6.651], [-0.658, 5.003, 5.516], [-1.689, 4.272, 3.419], [-3.570, 4.001, 2.539], [-5.961, 3.764, 2.980], [-7.043, 1.543, 2.857], [-5.689, -0.456, 2.298], [-3.284, -0.221, 1.833], [-2.993, 4.224, 0.498], [-2.188, 6.078, -0.898], [0.211, 6.261, -1.468], [1.809, 4.566, -0.623], [1.014, 2.727, 0.803], [-5.933, -5.961, 1.162], [-4.839, -5.974, 2.224], [-5.463, -6.104, 3.606], [-4.396, -6.115, 4.683], [-3.532, -4.890, 4.566], [-2.929, -4.351, 5.713], [-2.160, -3.218, 5.587], [-1.603, -2.681, 6.699], [-1.931, -2.605, 4.377], [-2.499, -3.148, 3.210], [-2.227, -2.579, 1.939], [-1.358, -1.574, 1.862], [-2.911, -3.110, 0.816], [-3.743, -4.176, 0.964], [-3.992, -4.770, 2.168], [-3.348, -4.287, 3.332], [-2.826, -2.482, -0.524], [-3.477, -2.888, -1.477], [-2.065, -1.426, -0.609], [-6.627, -6.777, 1.368], [-5.555, -6.106, 0.152], [-6.487, -5.021, 1.196], [-4.199, -6.851, 2.057], [-6.052, -7.022, 3.630], [-6.151, -5.268, 3.766], [-3.783, -7.018, 4.578], [-4.844, -6.159, 5.676], [-3.080, -4.804, 6.683], [-1.341, -1.702, 4.317], [-4.252, -4.558, 0.096], [-4.060, 0.725, -1.430], [-2.391, 0.943, -2.056], [-2.438, 2.543, -2.863], [-2.088, -0.264, -3.343], [-1.298, 0.964, -0.989], [-4.755, 0.825, -2.267], [-4.282, 1.493, -0.688], [-4.173, -0.263, -0.993], [-3.241, 2.551, -3.600], [-1.487, 2.723, -3.363], [-2.607, 3.327, -2.128], [-2.432, 0.107, -4.309], [-2.587, -1.199, -3.089], [-1.012, -0.454, -3.368], [0.556, -3.494, -1.078], [0.641, -2.041, -1.499], [0.709, -1.740, -2.681], [0.650, -1.114, -0.489], [2.276, 1.475, -2.136], [3.044, 3.019, -3.402], [4.412, 3.313, -3.445], [5.439, 2.625, -2.589], [4.869, 4.298, -4.323], [4.012, 5.020, -5.133], [4.522, 6.086, -6.064], [2.655, 4.738, -5.054], [2.157, 3.753, -4.209], [0.667, 3.531, -4.182], [3.506, -0.039, -2.989], [3.246, -0.442, -4.309], [2.074, 0.053, -5.109], [4.108, -1.347, -4.920], [5.195, -1.894, -4.254], [6.114, -2.875, -4.931], [5.402, -1.521, -2.936], [4.582, -0.600, -2.290], [4.931, -0.269, -0.863], [-0.017, -4.052, -1.817], [0.106, -3.604, -0.091], [1.570, -3.902, -1.053], [5.004, 2.283, -1.653], [6.258, 3.308, -2.361], [5.854, 1.754, -3.103], [5.934, 4.506, -4.356], [5.606, 6.178, -6.002], [4.086, 7.057, -5.820], [4.260, 5.861, -7.099], [1.959, 5.296, -5.673], [0.189, 4.046, -5.015], [0.232, 3.910, -3.254], [0.432, 2.468, -4.241], [1.180, 0.081, -4.492], [1.888, -0.615, -5.951], [2.260, 1.057, -5.502], [3.906, -1.650, -5.942], [5.759, -3.121, -5.931], [6.185, -3.801, -4.358], [7.122, -2.467, -5.021], [6.233, -1.953, -2.385], [5.003, -1.186, -0.281], [4.195, 0.381, -0.396], [5.903, 0.226, -0.809]], "lowdin_charge": [0.931, -0.046, -0.389, -0.048, -0.273, -0.061, 0.008, -0.330, 0.087, -0.112, -0.003, -0.057, -0.060, -0.070, -0.261, 1.127, -0.329, -0.100, -0.074, -0.075, -0.061, -0.090, -0.356, -0.104, -0.087, -0.084, -0.084, -0.110, 0.069, 0.080, 0.080, 0.095, 0.082, 0.082, 0.073, 0.115, 0.121, 0.123, 0.121, 0.109, 0.109, 0.095, 0.087, 0.105, 0.105, 0.111, 0.079, 0.091, 0.107, 0.108, 0.105, 0.095, -0.053, -0.321, -0.157, -0.140, -0.161, 0.019, -0.282, 0.048, 0.043, -0.062, -0.272, -0.227, -0.062, 0.011, 0.021, -0.069, -0.552, 0.058, -0.182, 0.082, 0.075, 0.096, 0.155, 0.118, 0.133, 0.125, 0.116, 0.119, 0.109, 0.119, -0.138, 0.657, -0.139, -0.129, -0.489, 0.068, 0.053, 0.046, 0.066, 0.023, 0.041, 0.063, 0.050, 0.039, 0.003, -0.614, 0.009, -0.065, 1.467, -0.396, -0.289, -0.068, -0.019, -0.271, -0.052, -0.024, -0.311, -0.104, -0.391, -0.292, -0.074, -0.012, -0.266, -0.052, -0.023, -0.306, -0.096, 0.087, 0.068, 0.080, 0.033, 0.081, 0.091, 0.115, 0.072, 0.079, 0.080, 0.116, 0.084, 0.056, 0.034, 0.028, 0.081, 0.081, 0.114, 0.072, 0.079, 0.080, 0.123, 0.061, 0.009, 0.089]}



{"formula": "C32H44BKN4O2P2S3", "method": "ωB97M-V with the def2-TZVPD basis set", "homo_energy_ha": -0.073, "homo_lumo_gap_ev": 5.77, "total_charge": -2, "relative_energy_kj_mol": 59.30, "symbols": ["K", "C", "C", "N", "N", "C", "S", "S", "C", "C", "C", "C", "C", "C", "C", "C", "C", "C", "C", "C", "C", "O", "H", "H", "H", "H", "H", "H", "H", "H", "H", "H", "H", "H", "H", "H", "C", "P", "C", "C", "C", "P", "C", "C", "H", "H", "H", "H", "H", "H", "H", "H", "H", "H", "H", "H", "H", "H", "H", "H", "N", "C", "C", "C", "C", "C", "C", "C", "H", "H", "H", "H", "H", "B", "C", "N", "H", "H", "H", "C", "S", "C", "O", "H", "H", "H", "H", "H", "H"], "coordinates": [[0.609, -0.066, 0.480], [-1.624, -2.987, -0.141], [-1.588, -1.665, -0.848], [-0.585, -1.402, -1.607], [-0.762, -0.208, -2.312], [0.215, 0.335, -2.961], [1.904, 0.068, -3.069], [-0.378, 1.673, -4.035], [-2.126, 1.830, -3.607], [-3.085, 1.019, -4.441], [-4.270, 1.585, -4.896], [-5.198, 0.840, -5.618], [-4.944, -0.496, -5.895], [-3.758, -1.072, -5.444], [-2.837, -0.323, -4.727], [-2.743, -0.714, -0.659], [-3.870, -0.846, -1.452], [-4.909, 0.085, -1.426], [-4.783, 1.179, -0.575], [-3.674, 1.322, 0.248], [-2.618, 0.373, 0.266], [-1.591, 0.487, 1.037], [-0.841, -3.650, -0.504], [-2.607, -3.446, -0.288], [-1.484, -2.865, 0.936], [-2.376, 2.891, -3.676], [-2.216, 1.512, -2.564], [-4.476, 2.626, -4.667], [-6.117, 1.303, -5.957], [-5.661, -1.087, -6.454], [-3.549, -2.116, -5.648], [-1.919, -0.770, -4.363], [-3.918, -1.681, -2.146], [-5.768, -0.028, -2.075], [-5.558, 1.940, -0.554], [-3.574, 2.182, 0.903], [0.744, 2.832, 4.386], [1.132, 2.598, 2.595], [2.885, 2.048, 2.820], [1.456, 4.363, 2.150], [2.009, 4.461, 0.708], [1.536, 3.020, -0.382], [2.122, 3.729, -1.971], [-0.276, 3.329, -0.590], [0.762, 1.859, 4.876], [-0.255, 3.259, 4.505], [1.470, 3.496, 4.869], [3.439, 2.745, 3.458], [3.380, 1.967, 1.850], [2.881, 1.057, 3.276], [2.117, 4.850, 2.876], [0.487, 4.870, 2.196], [3.103, 4.464, 0.736], [1.691, 5.389, 0.222], [1.636, 4.687, -2.185], [1.920, 3.021, -2.774], [3.204, 3.880, -1.923], [-0.498, 4.401, -0.646], [-0.849, 2.867, 0.219], [-0.585, 2.860, -1.527], [3.154, -0.432, 0.190], [4.031, -1.169, 0.132], [5.037, -2.203, -0.011], [6.385, -1.908, 0.143], [7.323, -2.921, 0.008], [6.908, -4.216, -0.276], [5.559, -4.503, -0.424], [4.614, -3.496, -0.292], [6.687, -0.894, 0.365], [8.376, -2.698, 0.126], [7.642, -5.007, -0.379], [5.234, -5.513, -0.639], [3.556, -3.699, -0.396], [0.157, -5.998, 3.369], [0.538, -4.591, 2.680], [0.805, -3.555, 2.239], [-0.170, -6.793, 2.503], [1.133, -6.404, 3.981], [-0.771, -5.801, 4.138], [-0.237, -1.854, 4.635], [-0.651, -0.950, 3.155], [-1.889, 0.082, 3.916], [0.564, -0.063, 2.950], [-0.082, -1.133, 5.440], [0.670, -2.408, 4.412], [-1.032, -2.564, 4.872], [-2.715, -0.558, 4.234], [-2.220, 0.779, 3.148], [-1.440, 0.592, 4.771]], "lowdin_charge": [0.535, -0.030, -0.333, 0.031, -0.126, -1.200, 0.378, 0.819, -0.451, -0.276, -0.064, -0.115, -0.123, -0.092, -0.052, -0.130, -0.070, -0.142, -0.140, -0.047, -0.411, -0.325, 0.076, 0.077, 0.048, 0.069, 0.064, 0.103, 0.086, 0.084, 0.096, 0.100, 0.107, 0.079, 0.081, 0.094, -0.298, 0.847, -0.286, -0.448, -0.447, 0.820, -0.318, -0.273, 0.018, 0.030, 0.025, 0.031, 0.010, 0.030, 0.060, 0.067, 0.063, 0.061, 0.034, -0.032, 0.029, 0.041, 0.014, 0.000, 0.139, -0.119, -0.205, -0.040, -0.093, -0.097, -0.071, -0.004, 0.115, 0.096, 0.096, 0.105, 0.132, -0.486, -0.294, 0.067, -0.029, -0.030, -0.030, -0.268, 0.820, -0.246, -0.710, 0.045, 0.028, 0.060, 0.059, 0.037, 0.043]}



{"formula": "C3H6N2O", "method": "ωB97M-V with the def2-TZVPD basis set", "homo_energy_ha": -0.338, "homo_lumo_gap_ev": 9.80, "relative_energy_kj_mol": 115.74, "symbols": ["C", "C", "N", "C", "N", "H", "H", "H", "H", "O", "H", "H"], "coordinates": [[-0.710, -2.035, 0.380], [-1.405, -1.038, 0.933], [-1.056, 0.068, 0.258], [-0.070, -0.217, -0.620], [0.251, -1.508, -0.557], [-0.830, -3.100, 0.577], [-2.169, -1.019, 1.711], [-1.395, 0.988, 0.550], [0.349, 0.561, -1.259], [2.421, 2.756, -0.431], [2.781, 1.846, -0.325], [1.833, 2.699, -1.218]], "lowdin_charge": [-0.149, -0.161, 0.012, -0.222, 0.050, 0.094, 0.117, 0.160, 0.106, -0.091, 0.048, 0.037]}



{"formula": "C15H18AuN4O10", "method": "ωB97M-V with the def2-TZVPD basis set", "homo_energy_ha": [-0.440, -0.459], "s_squared": 2.04, "homo_lumo_gap_ev": [8.58, 5.84], "spin_multiplicity": 3, "total_charge": 1, "relative_energy_kj_mol": 0.00, "symbols": ["Au", "C", "N", "C", "C", "O", "C", "O", "C", "C", "O", "N", "C", "C", "H", "H", "H", "H", "H", "H", "H", "H", "H", "H", "H", "H", "H", "H", "H", "H", "O", "C", "O", "C", "C", "C", "C", "C", "C", "O", "N", "O", "O", "N", "O", "O", "H", "H"], "coordinates": [[0.414, -0.218, 0.364], [0.560, 5.046, 0.095], [0.852, 3.812, 0.789], [2.097, 3.821, 1.535], [0.148, 2.700, 0.708], [0.470, 1.689, 1.372], [-1.054, 2.615, -0.241], [-1.547, 1.292, -0.302], [-2.599, 0.952, 0.597], [-2.457, -0.537, 0.915], [-1.346, -0.950, 1.322], [-3.460, -1.382, 0.771], [-3.223, -2.806, 0.928], [-4.821, -1.016, 0.444], [0.760, 5.886, 0.761], [-0.474, 5.099, -0.227], [1.212, 5.152, -0.775], [2.087, 4.617, 2.279], [2.927, 3.987, 0.845], [2.228, 2.861, 2.028], [-0.716, 2.856, -1.255], [-1.852, 3.314, 0.034], [-3.558, 1.198, 0.131], [-2.489, 1.496, 1.543], [-2.172, -2.990, 1.139], [-3.502, -3.315, 0.006], [-3.820, -3.208, 1.746], [-5.120, -0.101, 0.951], [-5.485, -1.813, 0.774], [-4.943, -0.894, -0.634], [4.456, -0.393, 0.035], [3.327, -0.691, -0.261], [2.347, 0.024, -0.551], [3.083, -2.250, -0.246], [4.166, -3.082, -0.098], [3.986, -4.461, -0.081], [2.702, -5.005, -0.098], [1.638, -4.158, -0.221], [1.753, -2.736, -0.358], [0.697, -2.070, -0.588], [0.239, -4.612, -0.149], [-0.220, -4.728, 0.956], [-0.325, -4.784, -1.191], [5.148, -5.342, -0.046], [4.908, -6.523, -0.046], [6.233, -4.823, -0.019], [5.170, -2.681, -0.030], [2.566, -6.076, -0.013]], "lowdin_charge": [1.255, -0.012, -0.122, 0.005, -0.379, -0.066, -0.093, -0.177, -0.075, -0.371, -0.073, -0.111, 0.005, -0.016, 0.105, 0.089, 0.112, 0.104, 0.112, 0.096, 0.154, 0.145, 0.130, 0.155, 0.074, 0.113, 0.110, 0.098, 0.103, 0.111, 0.105, -0.618, -0.086, 0.025, 0.099, -0.058, 0.113, -0.024, -0.242, -0.020, -0.373, 0.132, 0.153, -0.347, 0.123, 0.137, 0.146, 0.152]}